[1]
{"formula": "C6H27NO7", "method": "ωB97M-V with the def2-TZVPD basis set", "elements": ["C", "C", "C", "C", "C", "N", "C", "H", "H", "H", "H", "H", "H", "H", "H", "H", "H", "H", "H", "H", "H", "H", "O", "H", "H", "O", "H", "H", "O", "H", "H", "O", "H", "H", "O", "H", "H", "O", "H", "H", "O"], "positions_angstrom": [[0.025, -0.636, 0.175], [-1.423, -0.534, 0.682], [-2.391, -1.552, 0.075], [-2.498, -1.731, -1.244], [0.872, -1.673, 1.062], [1.081, -2.945, 0.365], [2.524, -3.222, -0.140], [0.113, -0.835, -0.875], [0.613, 0.326, 0.313], [-1.799, 0.492, 0.660], [-1.383, -0.706, 1.831], [-2.940, -2.005, 0.799], [-3.325, -2.326, -1.726], [-1.869, -1.464, -2.033], [0.376, -1.798, 1.940], [1.718, -0.926, 1.200], [0.447, -2.984, -0.367], [2.935, -2.892, -1.068], [3.265, -2.871, 0.594], [2.579, -4.341, -0.112], [1.302, 2.097, 1.106], [0.432, 2.708, 2.356], [0.640, 2.453, 1.562], [2.713, 2.051, -0.262], [3.369, 0.914, 0.568], [2.722, 1.592, 0.586], [1.714, 2.198, -2.387], [2.973, 1.466, -3.002], [2.570, 1.750, -2.215], [-1.647, 2.261, 1.201], [-2.979, 2.279, 0.511], [-2.602, 2.101, 1.405], [-0.285, 3.192, 0.361], [-1.151, 4.356, -0.457], [-0.969, 3.432, -0.368], [-0.387, 2.125, -2.984], [-0.407, 3.095, -1.852], [0.154, 2.812, -2.594], [-0.723, -4.486, 0.974], [-2.100, -4.255, 0.227], [-1.738, -4.261, 1.160]], "e_homo_ha": -0.3211, "e_lumo_ev": 0.3, "orbital_gap_ev": 9.047, "largest_force_ha_per_bohr": 0.151, "e_above_lowest_kcal_mol": 107.1}

[2]
{"formula": "C26H28BCl5F3N10O2Y", "method": "ωB97M-V with the def2-TZVPD basis set", "elements": ["Y", "C", "C", "C", "C", "N", "N", "B", "N", "C", "C", "C", "C", "N", "N", "C", "C", "C", "C", "N", "N", "C", "C", "C", "C", "N", "H", "H", "H", "H", "H", "H", "H", "H", "H", "H", "H", "H", "H", "H", "H", "H", "H", "H", "H", "H", "N", "C", "C", "N", "H", "H", "H", "H", "H", "H", "H", "H", "F", "C", "F", "F", "C", "O", "O", "Cl", "C", "C", "C", "Cl", "C", "Cl", "C", "Cl", "C", "Cl"], "positions_angstrom": [[1.045, -0.417, -0.121], [1.263, 1.834, -3.688], [0.037, 1.905, -2.841], [-1.056, 2.715, -3.139], [-1.932, 2.529, -2.094], [-1.383, 1.660, -1.235], [-0.152, 1.253, -1.685], [-1.934, 1.124, 0.099], [-0.912, 1.612, 1.230], [-1.231, 2.429, 2.253], [-0.082, 2.907, 2.835], [0.951, 2.349, 2.086], [2.413, 2.533, 2.300], [0.455, 1.579, 1.115], [-2.104, -0.441, -0.078], [-3.258, -1.112, 0.057], [-3.072, -2.412, -0.347], [-1.740, -2.473, -0.745], [-1.045, -3.691, -1.247], [-1.158, -1.277, -0.602], [-3.302, 1.607, 0.535], [-3.966, 1.210, 1.650], [-5.180, 1.848, 1.684], [-5.194, 2.631, 0.512], [-6.270, 3.540, 0.021], [-4.074, 2.471, -0.172], [1.005, 2.079, -4.718], [2.002, 2.579, -3.379], [1.737, 0.857, -3.708], [-1.191, 3.343, -4.000], [-2.904, 2.933, -1.881], [-2.253, 2.663, 2.474], [-0.006, 3.582, 3.667], [2.623, 3.548, 2.637], [2.772, 1.851, 3.074], [2.973, 2.379, 1.378], [-4.152, -0.620, 0.389], [-3.801, -3.201, -0.370], [-1.768, -4.499, -1.358], [-0.586, -3.529, -2.222], [-0.287, -4.036, -0.541], [-3.526, 0.501, 2.333], [-5.943, 1.758, 2.435], [-7.128, 3.514, 0.690], [-5.914, 4.569, -0.029], [-6.606, 3.245, -0.972], [3.289, -0.521, 1.119], [4.497, -0.399, 0.306], [4.325, 0.748, -0.666], [3.086, 0.543, -1.437], [3.209, 0.217, 1.813], [3.297, -1.350, 1.699], [4.627, -1.335, -0.248], [5.400, -0.257, 0.907], [5.199, 0.836, -1.317], [4.237, 1.692, -0.126], [3.266, -0.113, -2.192], [2.804, 1.400, -1.902], [-1.777, -0.938, 3.519], [-0.549, -1.136, 4.024], [-0.401, -0.315, 5.063], [-0.494, -2.406, 4.479], [0.562, -0.948, 2.961], [1.643, -0.517, 3.331], [0.218, -1.306, 1.790], [2.250, -3.833, 1.563], [2.531, -3.811, -0.099], [2.026, -2.688, -0.808], [2.027, -2.866, -2.167], [1.269, -1.628, -3.146], [2.590, -3.966, -2.844], [2.615, -4.059, -4.519], [3.199, -5.018, -2.073], [3.897, -6.340, -2.875], [3.172, -4.936, -0.702], [3.817, -6.174, 0.263]], "e_homo_ha": [-0.4050, -0.4050], "charge": 1, "spin_multiplicity": 2, "e_lumo_ev": [-3.8, -7.3], "orbital_gap_ev": [7.198, 3.698], "s2": 0.770, "largest_force_ha_per_bohr": 0.014, "e_above_lowest_kcal_mol": 9.5}

[3]
{"formula": "C8H12", "method": "ωB97M-V with the def2-TZVPD basis set", "elements": ["C", "C", "C", "C", "C", "C", "C", "C", "H", "H", "H", "H", "H", "H", "H", "H", "H", "H", "H", "H"], "positions_angstrom": [[-2.044, 0.646, 2.256], [-1.549, 0.196, 0.923], [-0.887, -1.098, 0.826], [1.123, -0.339, -0.263], [-0.275, -0.152, -0.235], [-0.966, 0.017, -1.569], [3.322, 0.341, -1.230], [2.001, 0.440, -1.072], [-2.466, 1.645, 2.205], [-1.134, 0.733, 2.884], [-2.685, -0.117, 2.684], [-0.278, -1.263, 1.727], [-1.473, -1.987, 0.596], [1.485, -1.085, 0.412], [-0.296, 0.194, -2.409], [-1.592, -0.819, -1.889], [-1.582, 0.894, -1.520], [3.855, 0.955, -1.942], [3.930, -0.357, -0.662], [1.511, 1.158, -1.723]], "e_homo_ha": -0.2436, "e_lumo_ev": -1.0, "orbital_gap_ev": 5.665, "largest_force_ha_per_bohr": 0.075, "e_above_lowest_kcal_mol": 135.9}

[4]
{"formula": "C3H9NO2", "method": "ωB97M-V with the def2-TZVPD basis set", "elements": ["C", "C", "C", "N", "O", "O", "H", "H", "H", "H", "H", "H", "H", "H", "H"], "positions_angstrom": [[0.025, -0.049, -0.124], [1.136, 0.149, -1.139], [0.301, -1.241, 0.787], [-1.257, -0.179, -0.780], [0.099, 1.212, 0.692], [-1.073, 1.294, 1.563], [-1.273, 2.230, 1.399], [-1.961, -0.145, -0.043], [-1.417, 0.649, -1.347], [-0.476, -1.346, 1.553], [1.989, 0.579, -0.569], [0.883, 0.906, -1.889], [1.416, -0.780, -1.645], [0.362, -2.176, 0.219], [1.246, -1.102, 1.322]], "e_homo_ha": -0.3578, "e_lumo_ev": 0.9, "orbital_gap_ev": 10.626, "largest_force_ha_per_bohr": 0.023, "e_above_lowest_kcal_mol": 78.0}

[5]
{"formula": "C2H2IN3", "method": "ωB97M-V with the def2-TZVPD basis set", "elements": ["C", "C", "N", "N", "N", "I", "H", "H"], "positions_angstrom": [[0.067, 0.934, -0.595], [-1.173, 0.643, 1.064], [-0.908, 1.482, 0.141], [0.268, -0.348, -0.219], [-0.528, -0.529, 0.814], [-1.235, 4.171, -1.049], [0.529, 1.540, -1.406], [-0.343, -1.330, 1.431]], "e_homo_ha": [-0.3264, -0.3261], "e_lumo_ev": [-4.1, -4.1], "orbital_gap_ev": [4.744, 4.737], "largest_force_ha_per_bohr": 0.073, "e_above_lowest_kcal_mol": 108.7}

[6]
{"formula": "C4H4MgO5Rb", "method": "ωB97M-V with the def2-TZVPD basis set", "elements": ["O", "O", "C", "C", "O", "C", "H", "H", "H", "H", "O", "O", "C", "Mg", "Rb"], "positions_angstrom": [[1.646, -1.099, -0.254], [-0.117, -0.595, 0.938], [-1.844, 1.308, -1.343], [-2.256, 0.419, -2.474], [-1.418, -0.712, -2.509], [1.132, -0.786, 0.854], [-2.499, 1.455, -0.480], [-0.865, 1.799, -1.371], [-2.189, 0.971, -3.431], [-3.311, 0.115, -2.351], [1.613, 0.191, 3.003], [3.147, -1.131, 2.123], [2.031, -0.562, 2.093], [-0.245, -1.026, -1.085], [5.175, -0.348, 6.289]], "e_homo_ha": -0.2557, "spin_multiplicity": 2, "e_lumo_ev": -1.9, "orbital_gap_ev": 5.021, "s2": 0.755, "largest_force_ha_per_bohr": 0.048}